one.
Molecular formula: BH26O11
Method: DFT, ωB97M-V with the def2-TZVPD basis set

Structure (XYZ):
```
38
BH26O11 ωB97M-V with the def2-TZVPD basis set
B 0.0671 0.0296 0.1768
H 0.5871 -0.5434 1.2038
H 0.1321 -0.5454 -0.9702
H -1.1459 0.3286 0.5388
H 0.7641 1.0476 -0.0382
O 2.9401 -2.3924 -0.4882
H 3.6751 -1.9374 -0.0322
H 2.0981 -2.2354 -0.1272
O 1.6661 0.0706 4.6088
H 1.4691 0.9726 4.2268
H 1.5851 -0.5844 3.9648
O -2.4799 -1.8994 -1.3552
H -2.7389 -2.5294 -0.6512
H -1.6529 -1.5084 -1.2732
O 0.7391 -2.6594 -2.6662
H -0.1389 -3.3044 -2.6582
H 0.6231 -2.0354 -1.9072
O 2.6761 -0.0774 -1.8672
H 2.1821 0.0176 -1.0332
H 2.8981 -0.9514 -1.8792
O 0.5191 1.3436 -3.2772
H 1.2571 1.1496 -2.8422
H 0.6321 2.2206 -3.4212
O -2.9799 2.6796 1.1038
H -3.3079 3.1296 0.4148
H -2.0299 2.7226 1.3478
O 1.2441 1.9726 2.7958
H 0.5441 1.5496 2.2148
H 1.9131 1.7046 2.1538
O -0.9529 3.3026 -1.4312
H -0.4049 3.9326 -1.8062
H -0.2819 2.6496 -1.0332
O -0.4109 -2.9314 2.0648
H -0.2139 -3.2314 2.9978
H 0.1041 -2.2314 1.6568
O -4.1279 0.4076 -0.4822
H -3.9149 0.7676 0.3058
H -3.5329 -0.4014 -0.5342
```

LUMO (eV): 2.600
Spin multiplicity: 1
Gap between HOMO and LUMO (eV): 9.696
Charge: -1

***

two.
Molecular formula: BH26O11
Method: DFT, ωB97M-V with the def2-TZVPD basis set

Structure (XYZ):
```
38
BH26O11 ωB97M-V with the def2-TZVPD basis set
B 23.7082 -14.1731 -12.5988
H 23.4347 -15.4292 -12.7402
H 23.5832 -13.6281 -13.7054
H 22.9207 -13.7001 -11.7373
H 24.8851 -13.9913 -12.1963
O 21.1887 -15.9338 -10.4663
H 21.9637 -15.5307 -10.8541
H 20.5551 -15.2139 -10.5276
O 23.3407 -11.3940 -10.1260
H 23.1632 -11.8884 -10.9632
H 24.2395 -11.0867 -10.0779
O 22.0003 -11.4348 -15.3846
H 22.0446 -12.3844 -15.1320
H 22.8081 -11.0670 -15.0297
O 20.6816 -15.2625 -13.6858
H 20.5384 -14.3683 -13.3679
H 21.4952 -15.5723 -13.3226
O 24.0483 -15.2614 -9.4743
H 23.4211 -14.5556 -9.3235
H 24.2873 -15.2125 -10.4156
O 24.7993 -11.0535 -12.5245
H 23.8673 -10.8850 -12.6254
H 24.7359 -11.9888 -12.6452
O 20.0742 -12.5265 -12.8833
H 20.8507 -12.0048 -12.9852
H 19.3124 -11.9746 -12.9676
O 21.3347 -17.8971 -12.2724
H 21.2345 -17.1437 -11.6683
H 22.2461 -17.8186 -12.5183
O 26.0992 -11.1426 -10.0534
H 26.7663 -10.4704 -10.1503
H 25.9624 -11.4951 -10.9479
O 21.9194 -13.3586 -8.8062
H 22.1781 -13.5703 -7.9079
H 22.3287 -12.5539 -9.0936
O 19.7607 -13.6954 -10.3833
H 20.0582 -13.1916 -11.1766
H 20.3938 -13.6528 -9.7007
```

LUMO (eV): 2.441
Spin multiplicity: 1
Gap between HOMO and LUMO (eV): 9.401
Charge: -1

***

three.
Molecular formula: BH26O11
Method: DFT, ωB97M-V with the def2-TZVPD basis set

Structure (XYZ):
```
38
BH26O11 ωB97M-V with the def2-TZVPD basis set
B 0.1563 -0.4882 0.0463
H -0.7848 -1.1772 -0.1748
H 0.4830 -0.6169 1.1428
H 1.0662 -0.7686 -0.7546
H -0.2665 0.6649 -0.1143
O -1.5157 2.7968 -1.0425
H -1.0918 2.4173 -1.8154
H -2.1755 3.2050 -1.6212
O 0.4520 -0.5886 -3.4951
H 0.9227 -1.0684 -3.8993
H 0.5954 -0.7868 -2.4341
O -0.2010 1.7575 3.2571
H -0.8426 2.3687 2.8014
H 0.0112 0.9997 2.7277
O -2.0887 3.1232 1.7747
H -2.0102 4.0280 2.1625
H -1.5162 2.8879 1.1503
O -2.0583 -2.4639 2.2202
H -2.0153 -1.8964 3.0519
H -1.2453 -2.2257 1.6751
O 1.9141 2.3257 0.2580
H 2.4311 2.2835 1.1089
H 1.3808 1.4457 0.3876
O -2.3988 -3.5500 -1.5906
H -1.6299 -3.1962 -0.9665
H -1.8863 -4.1575 -2.3301
O 3.7713 0.7974 -1.5241
H 3.7794 1.6249 -1.8803
H 3.0527 0.4140 -1.9180
O 0.7654 -3.7404 -0.5617
H 1.7148 -3.7730 -0.7954
H 0.9345 -3.1668 0.1887
O -3.3873 1.1488 -0.7775
H -3.3483 0.3881 -0.1639
H -2.5050 1.3637 -0.8169
O 3.4680 -0.7067 1.4913
H 3.4150 -1.3201 2.1055
H 2.6538 -0.3491 1.1264
```

LUMO (eV): 2.735
Spin multiplicity: 1
Gap between HOMO and LUMO (eV): 9.624
Charge: -1

***

Pick two: it beats the second-best structure by 249.4 kJ/mol.

***

one.
Molecular formula: C3H3NO4
Method: DFT, ωB97M-V with the def2-TZVPD basis set

Structure (XYZ):
```
11
C3H3NO4 ωB97M-V with the def2-TZVPD basis set
C 0.0982 0.5142 -0.1661
C -0.1848 -1.6616 0.5908
C 1.5325 0.8112 0.2868
H -2.3387 1.2547 -1.4984
H 0.2424 -2.6160 0.1772
H 1.7589 1.9603 0.2950
N -0.7618 1.2522 -0.6749
O -1.8989 0.5801 -1.0134
O -0.0516 -0.7749 -0.3783
O -0.5770 -1.1970 1.7357
O 2.1810 -0.1232 0.6457
```

LUMO (eV): -0.208
Spin multiplicity: 1
Gap between HOMO and LUMO (eV): 10.337
SMILES: O=CO/C(C=O)=N\O

***

two.
Molecular formula: C3H3NO4
Method: DFT, ωB97M-V with the def2-TZVPD basis set

Structure (XYZ):
```
11
C3H3NO4 ωB97M-V with the def2-TZVPD basis set
C 1.1745 0.1616 0.0973
C 0.5731 1.4047 0.0511
C 0.0398 -0.7360 0.0895
H 2.2826 -1.1548 -0.4023
H 0.7057 2.4486 -0.2050
H -2.9635 -0.4764 0.8085
N -1.0710 -0.1381 -0.0825
O 2.4616 -0.2516 -0.1571
O -0.9203 1.2258 -0.0060
O -2.5056 -0.5223 -0.2489
O 0.2230 -1.9614 0.0553
```

LUMO (eV): -0.084
Spin multiplicity: 1
Gap between HOMO and LUMO (eV): 9.253
SMILES: O=c1c(O)con1O

***

three.
Molecular formula: C3H3NO4
Method: DFT, ωB97M-V with the def2-TZVPD basis set

Structure (XYZ):
```
11
C3H3NO4 ωB97M-V with the def2-TZVPD basis set
C -1.3037 -0.2213 0.1557
C 0.2709 1.4248 -0.2790
C 2.0084 -0.3753 -0.1547
H 0.2794 2.5276 -0.0438
H -0.4045 1.1853 -1.1500
H 3.1837 -0.5472 -0.3225
N 1.1869 -1.4106 0.0260
O -2.6595 -0.0551 -0.4614
O -0.5906 0.7511 0.8957
O 1.4747 0.9884 -0.1263
O -0.3772 -1.4669 0.0672
```

LUMO (eV): -0.579
Spin multiplicity: 1
Gap between HOMO and LUMO (eV): 10.209
SMILES: O=C1OCOC=NO1

***

Pick one: it beats the second-best structure by 209.4 kJ/mol.

***

one.
Molecular formula: C4H14NO
Method: DFT, ωB97M-V with the def2-TZVPD basis set

Structure (XYZ):
```
20
C4H14NO ωB97M-V with the def2-TZVPD basis set
C -0.4305 -1.1445 0.7048
C -0.3305 0.3733 0.5771
C 1.0847 0.9433 0.5183
C 1.9819 0.5815 1.7124
N -0.9535 0.7491 -0.7550
H 0.1625 -1.4856 1.5390
H -0.0060 -1.6198 -0.1816
H -1.4743 -1.4249 0.8289
H -0.9077 0.8447 1.3659
H 1.6028 0.5907 -0.3664
H 1.0036 2.0362 0.5083
H 1.8798 -0.4655 1.9833
H 3.0188 0.7317 1.4151
H 1.7374 1.2290 2.5456
H -0.5752 1.6452 -1.0659
H -0.5677 0.1154 -1.4690
H -1.9474 0.6754 -0.8860
H -1.6682 -2.1566 -2.6866
H -2.0728 -1.0187 -3.5375
O -1.5376 -1.2001 -2.7507
```

LUMO (eV): -3.135
Spin multiplicity: 1
Gap between HOMO and LUMO (eV): 12.858
Charge: +1

***

two.
Molecular formula: C4H14NO
Method: DFT, ωB97M-V with the def2-TZVPD basis set

Structure (XYZ):
```
20
C4H14NO ωB97M-V with the def2-TZVPD basis set
C 0.1895 0.7035 -1.1814
C -0.0329 0.6295 0.3474
C -1.3400 -0.0706 0.7514
C -2.5701 0.7012 0.2896
N 1.1153 -0.1643 0.9313
H -0.6853 1.2154 -1.5860
H 0.0844 -0.3015 -1.5871
H 1.1146 1.1531 -1.5351
H -0.0009 1.6410 0.7600
H -1.4050 -1.0198 0.1939
H -1.2814 -0.2557 1.8148
H -2.5782 0.8646 -0.7905
H -3.4809 0.1481 0.5160
H -2.6559 1.7123 0.6898
H 1.3648 -0.0344 1.9148
H 1.0110 -1.1597 0.7185
H 1.9381 0.2003 0.4486
H 3.4138 -1.2633 -1.0713
H 2.8953 -2.7747 -1.0390
O 2.9039 -1.9250 -0.5858
```

LUMO (eV): -3.311
Spin multiplicity: 1
Gap between HOMO and LUMO (eV): 12.499
Charge: +1

***

Pick one: it beats the second-best structure by 17.9 kJ/mol.